# 1
{
  "formula": "C28H24AsCl2CrN5S4",
  "method": "ωB97M-V/def2-TZVPD",
  "species": ["Cr", "S", "C", "C", "C", "C", "C", "C", "As", "C", "C", "C", "C", "C", "C", "C", "C", "C", "C", "C", "C", "H", "H", "H", "H", "H", "H", "H", "H", "H", "H", "H", "H", "H", "H", "S", "C", "C", "N", "C", "S", "C", "N", "Cl", "C", "Cl", "H", "H", "N", "C", "C", "N", "C", "C", "N", "C", "S", "H", "H", "H", "H", "H", "H", "H", "H"],
  "coordinates": [[-1.47, -1.86, -0.55], [0.75, -1.83, -0.24], [1.47, -0.78, -1.47], [2.79, -1.01, -1.87], [3.38, -0.21, -2.84], [2.68, 0.84, -3.41], [1.37, 1.09, -3.00], [0.78, 0.29, -2.04], [-1.00, 0.53, -1.36], [-1.90, 1.62, -2.69], [-2.64, 0.97, -3.68], [-3.28, 1.71, -4.66], [-3.19, 3.10, -4.67], [-2.45, 3.74, -3.69], [-1.81, 3.01, -2.70], [-0.71, 1.85, 0.04], [-1.82, 2.30, 0.75], [-1.66, 3.18, 1.82], [-0.38, 3.59, 2.19], [0.72, 3.13, 1.49], [0.56, 2.26, 0.42], [3.33, -1.84, -1.44], [4.40, -0.41, -3.15], [3.13, 1.46, -4.17], [0.81, 1.91, -3.44], [-2.71, -0.11, -3.69], [-3.86, 1.20, -5.43], [-3.70, 3.67, -5.43], [-2.38, 4.82, -3.68], [-1.24, 3.52, -1.93], [-2.81, 1.95, 0.48], [-2.52, 3.52, 2.37], [-0.26, 4.26, 3.03], [1.72, 3.44, 1.79], [1.43, 1.90, -0.13], [-1.77, -3.66, 0.80], [-3.38, -3.44, 1.40], [-3.87, -4.43, 2.31], [-4.26, -5.23, 3.04], [-4.14, -2.36, 1.07], [-3.54, -1.20, -0.08], [-5.44, -2.16, 1.61], [-6.49, -1.97, 2.04], [-2.78, -1.87, 4.57], [-1.30, -0.92, 4.33], [-1.13, -0.37, 2.65], [-0.44, -1.55, 4.55], [-1.35, -0.05, 4.97], [-1.63, -2.34, -3.66], [-1.57, -2.20, -2.51], [4.65, -3.30, 2.15], [3.87, -2.10, 2.01], [4.42, -0.90, 1.42], [3.22, 0.05, 1.45], [2.47, -0.50, 2.58], [2.76, -1.82, 2.75], [1.92, -2.90, 3.69], [5.04, -3.60, 1.17], [4.01, -4.08, 2.55], [5.50, -3.14, 2.83], [4.78, -1.08, 0.41], [5.26, -0.52, 2.02], [2.64, -0.03, 0.53], [3.51, 1.09, 1.62], [1.51, -0.23, 2.71]],
  "mulliken_spin": [1.2368, -0.0491, -0.0096, -0.0005, 0.0004, -0.0012, 0.0012, 0.0161, -0.0468, 0.0041, 0.0009, -0.0001, -0.0003, 0.0002, 0.0003, -0.0039, -0.0087, 0.0018, -0.0009, 0.0007, -0.0068, 0.0014, 0.0000, 0.0000, 0.0003, -0.0012, 0.0000, 0.0000, 0.0000, -0.0004, 0.0004, -0.0001, -0.0001, 0.0000, 0.0008, -0.0469, -0.0075, -0.0010, -0.0008, 0.0133, -0.0648, 0.0013, 0.0035, 0.0000, 0.0013, -0.0004, -0.0002, 0.0003, 0.0574, -0.0928, 0.0000, 0.0001, -0.0001, 0.0015, 0.0000, 0.0000, -0.0001, 0.0000, 0.0000, 0.0000, 0.0001, 0.0000, -0.0002, 0.0001, 0.0005],
  "s_squared": 0.774,
  "e_above_lowest_ev": 0.092,
  "spin_multiplicity": 2,
  "orbital_gap_ev": [7.23, 7.55],
  "max_force_ev_per_a": 0.5,
  "total_charge": -1
}

***

# 2
{
  "formula": "C28H24BClIN2O3RuS",
  "method": "ωB97M-V/def2-TZVPD",
  "species": ["Ru", "Cl", "C", "C", "C", "I", "C", "O", "C", "N", "C", "C", "C", "C", "H", "H", "H", "H", "S", "C", "C", "C", "C", "C", "C", "N", "C", "C", "C", "C", "C", "C", "C", "H", "H", "H", "H", "H", "H", "H", "H", "C", "C", "C", "O", "B", "O", "C", "C", "C", "H", "H", "H", "H", "H", "H", "H", "H", "H", "H", "H", "H"],
  "coordinates": [[0.96, 0.86, -0.35], [2.08, 3.77, 5.83], [2.08, 2.72, 4.44], [2.85, 1.53, 4.56], [2.96, 0.67, 3.44], [4.06, -1.09, 3.68], [2.22, 0.92, 2.25], [2.37, 0.26, 1.11], [1.30, 2.06, 2.22], [0.51, 2.29, 1.08], [-0.28, 3.37, 1.06], [-0.44, 4.23, 2.14], [0.34, 4.02, 3.25], [1.29, 2.97, 3.29], [3.40, 1.26, 5.46], [-0.78, 3.61, 0.13], [-1.11, 5.08, 2.07], [0.39, 4.71, 4.10], [-0.66, 1.70, -4.40], [-1.95, 2.07, -3.28], [-3.26, 2.37, -3.62], [-4.22, 2.40, -2.64], [-3.81, 2.22, -1.30], [-2.51, 1.96, -0.90], [-1.54, 1.88, -1.92], [-0.30, 1.26, -1.86], [0.25, 1.09, -3.05], [1.48, 0.34, -3.06], [2.16, 0.05, -4.25], [3.36, -0.63, -4.17], [3.88, -1.01, -2.90], [3.19, -0.69, -1.77], [1.95, -0.05, -1.82], [-3.55, 2.58, -4.68], [-5.25, 2.60, -2.87], [-4.61, 2.18, -0.55], [-2.25, 1.73, 0.14], [1.78, 0.24, -5.23], [3.81, -0.96, -5.09], [4.84, -1.53, -2.83], [3.60, -1.01, -0.81], [-1.51, -3.53, -1.16], [-0.57, -3.21, -0.04], [0.31, -4.36, 0.38], [0.44, -2.19, -0.65], [0.02, -0.94, -0.17], [-1.10, -0.97, 0.65], [-1.25, -2.41, 1.12], [-2.70, -2.72, 1.27], [-0.53, -2.59, 2.39], [-0.85, -3.94, -1.97], [-2.04, -2.67, -1.58], [-2.19, -4.36, -0.90], [0.55, -5.03, -0.50], [-0.23, -5.05, 1.07], [1.22, -3.94, 0.83], [-3.21, -2.53, 0.33], [-3.15, -2.01, 2.01], [-2.87, -3.76, 1.64], [0.56, -2.41, 2.33], [-0.66, -3.58, 2.87], [-0.84, -1.82, 3.15]],
  "mulliken_spin": [2.0107, 0.0660, 0.3198, -0.0262, 0.1887, 0.0305, 0.2238, 0.2181, 0.2700, 0.1326, 0.2557, -0.0564, 0.3902, -0.0942, 0.0058, 0.0337, -0.0044, 0.0238, 0.0274, 0.0101, -0.0010, 0.0045, -0.0063, 0.0359, -0.0202, -0.0829, 0.0672, 0.0795, -0.0316, 0.0810, -0.0380, 0.0800, -0.1541, 0.0001, 0.0004, -0.0007, 0.0119, 0.0023, 0.0039, -0.0007, 0.0037, -0.0009, -0.0039, -0.0011, 0.0232, -0.0012, -0.0890, 0.0097, -0.0005, -0.0041, 0.0006, 0.0004, -0.0003, 0.0001, 0.0001, 0.0008, 0.0000, 0.0003, 0.0000, 0.0041, -0.0005, 0.0008],
  "s_squared": 6.061,
  "spin_multiplicity": 5,
  "orbital_gap_ev": [4.93, 5.93],
  "max_force_ev_per_a": 3.3,
  "total_charge": 1
}

***

# 3
{
  "formula": "C28H24BrCl3GeMnN4O3",
  "method": "ωB97M-V/def2-TZVPD",
  "species": ["Mn", "Br", "C", "C", "C", "C", "C", "N", "C", "O", "O", "H", "H", "H", "C", "C", "C", "C", "C", "C", "Ge", "C", "C", "C", "C", "C", "C", "C", "C", "C", "C", "C", "C", "H", "H", "H", "H", "H", "H", "H", "H", "H", "H", "H", "H", "H", "H", "H", "C", "N", "C", "N", "O", "H", "H", "H", "H", "H", "H", "Cl", "C", "Cl", "Cl", "C", "N"],
  "coordinates": [[-0.93, -0.81, -0.52], [-2.62, -3.86, 0.88], [-3.43, -2.98, -0.58], [-4.54, -3.55, -1.17], [-5.10, -2.90, -2.27], [-4.52, -1.73, -2.73], [-3.42, -1.24, -2.07], [-2.87, -1.84, -0.99], [-2.68, 0.00, -2.56], [-3.10, 0.69, -3.43], [-1.54, 0.17, -1.91], [-4.94, -4.47, -0.79], [-5.97, -3.32, -2.76], [-4.90, -1.20, -3.59], [-1.03, 4.93, -2.90], [0.22, 4.37, -3.10], [0.63, 3.28, -2.34], [-0.22, 2.79, -1.35], [-1.50, 3.34, -1.17], [-1.89, 4.42, -1.94], [0.40, 1.35, -0.18], [2.27, 0.88, -0.63], [2.63, -0.08, -1.57], [3.97, -0.27, -1.88], [4.95, 0.49, -1.25], [4.59, 1.45, -0.31], [3.25, 1.63, 0.02], [0.33, 1.89, 1.70], [1.10, 1.15, 2.61], [1.25, 1.60, 3.91], [0.60, 2.76, 4.32], [-0.20, 3.47, 3.43], [-0.34, 3.03, 2.13], [-1.35, 5.76, -3.51], [0.89, 4.77, -3.85], [1.60, 2.83, -2.50], [-2.18, 2.91, -0.45], [-2.87, 4.85, -1.79], [1.87, -0.64, -2.09], [4.26, -1.02, -2.61], [5.99, 0.35, -1.50], [5.34, 2.05, 0.18], [2.97, 2.38, 0.75], [1.62, 0.26, 2.28], [1.89, 1.06, 4.60], [0.72, 3.11, 5.34], [-0.70, 4.37, 3.76], [-0.94, 3.61, 1.43], [1.33, -3.17, 3.76], [0.87, -2.55, 2.52], [-0.22, -1.80, 2.41], [-0.96, -1.54, 3.48], [-0.53, -1.30, 1.28], [2.31, -3.61, 3.59], [0.65, -3.97, 4.09], [1.42, -2.43, 4.55], [1.36, -2.76, 1.67], [-0.80, -2.00, 4.36], [-1.79, -0.98, 3.38], [2.53, -4.72, -0.44], [1.32, -4.68, -1.75], [2.10, -4.77, -3.32], [0.13, -5.98, -1.55], [0.62, -3.41, -1.61], [0.08, -2.41, -1.48]],
  "mulliken_spin": [4.5720, 0.0040, -0.0016, -0.0022, 0.0052, -0.0005, 0.0190, 0.0507, -0.0097, 0.0163, 0.0486, -0.0003, 0.0000, 0.0001, 0.0241, -0.0066, 0.0093, 0.0280, 0.0120, -0.0027, -0.0367, 0.0500, 0.0097, -0.0003, 0.0066, 0.0021, 0.0030, 0.0231, 0.0069, -0.0081, 0.0294, -0.0063, 0.0262, 0.0006, 0.0005, 0.0015, -0.0011, 0.0004, -0.0011, 0.0003, 0.0002, 0.0009, 0.0038, 0.0005, -0.0001, 0.0006, 0.0009, 0.0012, -0.0006, 0.0105, 0.0114, 0.0087, 0.0614, 0.0000, 0.0007, 0.0004, -0.0028, -0.0005, -0.0003, 0.0014, 0.0006, 0.0011, 0.0015, 0.0295, -0.0036],
  "s_squared": 8.786,
  "e_above_lowest_ev": 3.092,
  "spin_multiplicity": 6,
  "orbital_gap_ev": [6.94, 5.31],
  "max_force_ev_per_a": 3.8,
  "total_charge": 2
}